Here is 2 unconnected molecules or ions with the total composition C8H11N2O2S in a non-equilibrium geometry from the OMol25 dataset. Energies are from ωB97M-V with the def2-TZVPD basis set.

```
24
Properties=species:S:1:pos:R:3:forces:R:3:mulliken_charge:R:1
C -3.029 0.464 -1.197 -0.75 1.87 -0.95 -0.3811
C -2.011 -0.475 -1.055 -0.41 0.10 -0.30 -0.3857
C -3.548 0.879 -0.011 -2.35 1.53 -0.67 -0.3363
C -1.838 -0.880 0.244 -0.98 -0.44 0.24 0.6949
C 1.240 0.350 -0.963 2.38 -2.85 3.47 -1.0458
C 2.111 -0.383 1.408 4.71 1.39 -0.51 -0.9140
C -1.128 -1.937 0.823 1.37 -1.11 2.30 -1.0678
C 1.339 0.550 0.590 -1.77 -0.07 -0.95 0.7980
N -0.213 -2.633 0.165 1.21 -2.36 1.12 0.9933
N 0.612 1.323 1.270 -0.76 1.27 -0.12 -0.7448
O -0.010 -2.481 -1.048 0.11 0.20 -1.13 -0.7614
O 0.481 -3.546 0.821 -0.98 1.39 -0.80 -0.8036
S -2.995 -0.084 1.294 0.56 0.47 -0.38 -0.2632
H -3.330 0.892 -2.214 0.47 -0.54 1.68 0.2571
H -1.591 -0.757 -1.980 1.13 -1.04 -0.21 0.5192
H -4.340 1.694 0.032 1.14 -1.36 0.46 0.3346
H 0.696 1.003 -1.538 -1.65 1.84 -0.73 0.4016
H 0.781 -0.717 -1.002 1.34 1.52 -0.76 0.0719
H 2.318 0.498 -1.212 -0.65 -0.93 -0.63 0.3812
H 1.650 -1.253 1.621 -1.95 -3.30 -0.27 0.2078
H 2.232 -0.038 2.475 0.50 0.44 -1.33 0.3333
H 3.106 -0.655 0.825 -1.61 0.43 1.64 0.1996
H -1.055 -2.272 1.901 -0.72 1.07 -1.32 0.2502
H 0.011 1.796 0.601 -0.34 0.49 0.15 0.2611
```
Positions in Å, forces in eV/Å.

The HOMO energy is -0.1193 Ha. For the energy relative to the best compared isomer or geometry (same formula, charge and spin), the calculation gives 381.1 kJ/mol. The value obtained for the LUMO energy is 0.1150 hartree. The charge is -1.

Here is 2 unconnected molecules or ions with the total composition C8H11N3O2 in a non-equilibrium geometry from the OMol25 dataset. Energies are from ωB97M-V with the def2-TZVPD basis set.

```
24
Properties=species:S:1:pos:R:3:forces:R:3:mulliken_charge:R:1
C -1.135 0.848 1.013 0.71 0.57 -1.04 -0.0181
C 0.530 1.837 -0.486 -0.38 0.39 0.13 0.0568
C -2.081 0.954 -1.940 -1.43 -0.69 -1.16 -1.0556
C 1.403 0.132 1.932 0.89 -0.83 3.37 -1.1852
C 0.109 -1.876 0.919 0.09 -0.96 0.50 -1.6443
C -0.949 0.118 -1.300 -0.14 -1.24 -1.00 -0.6027
C -0.310 0.739 -0.116 1.89 -2.17 0.57 1.0567
C 0.949 -0.659 0.768 -3.48 1.99 0.74 0.7584
N -1.747 0.799 1.959 -1.74 -0.01 2.32 -0.5431
N 1.084 2.733 -0.939 0.32 0.18 0.05 -0.5207
N 1.807 -0.730 -0.290 2.19 -0.37 -5.07 1.1414
O 2.684 0.091 -0.464 0.51 0.64 1.26 -0.6100
O 1.571 -1.545 -1.197 -0.25 -0.40 0.78 -0.6391
H -3.073 1.026 -1.280 2.24 -0.18 -1.54 0.2731
H -2.246 0.305 -2.906 -0.46 1.54 1.70 0.3403
H -1.758 1.993 -2.317 -0.37 -1.59 0.91 0.3119
H 1.476 1.234 1.794 -0.36 -0.87 0.08 0.2842
H 2.446 -0.167 2.264 -0.96 0.14 -0.69 0.4132
H 0.773 -0.198 2.873 0.94 1.15 -1.98 0.3308
H -0.190 -2.309 -0.042 -0.48 0.68 0.24 0.4413
H 0.728 -2.727 1.245 0.08 0.41 0.58 0.4506
H -0.695 -1.690 1.653 0.29 -0.25 -0.52 0.3793
H -0.149 0.082 -2.052 -0.19 -0.25 0.03 0.4255
H -1.228 -0.992 -1.094 0.08 2.13 -0.25 0.1553
```
Positions in Å, forces in eV/Å.

The HOMO energy is -0.3853 Ha. For the energy relative to the best compared isomer or geometry (same formula, charge and spin), the calculation gives 363.0 kJ/mol. The value obtained for the LUMO energy is -0.0571 hartree. The charge is 0.

Here is C8H11N3O4 in the gas phase from the OMol25 dataset. Energies are from ωB97M-V with the def2-TZVPD basis set.

```
26
Properties=species:S:1:pos:R:3:forces:R:3:mulliken_charge:R:1
C -2.196 -2.165 0.402 -0.10 0.40 -0.09 -1.0089
C -3.077 -0.939 0.215 -0.10 -0.29 0.40 -0.2569
H -3.376 -0.535 1.188 -0.03 -0.06 -0.19 0.3069
H -3.962 -1.175 -0.379 0.09 0.07 0.08 0.3104
O -2.393 0.079 -0.519 -0.15 -0.04 -0.33 -0.3585
C -1.577 0.880 0.167 0.03 0.29 -0.20 0.6239
O -1.422 0.832 1.358 0.00 -0.02 0.17 -0.6075
C -0.902 1.878 -0.754 0.21 -0.13 0.22 -0.7375
H -0.892 1.467 -1.761 -0.05 0.06 -0.01 0.3039
H -1.493 2.795 -0.752 -0.03 -0.03 -0.03 0.3513
C 0.508 2.175 -0.258 -0.21 0.03 0.02 -0.4839
C 1.353 0.946 -0.205 -0.05 -0.08 -0.06 0.5579
N 0.852 -0.191 -0.515 -0.17 0.57 -0.04 -0.3540
N 1.601 -1.294 -0.433 0.11 -0.43 -0.03 -0.2301
C 2.911 -1.355 -0.016 -0.16 0.10 -0.06 0.3940
O 3.533 -2.383 0.056 0.21 -0.28 0.04 -0.6147
N 3.430 -0.114 0.300 0.19 0.08 0.09 -0.0640
C 2.756 1.096 0.240 0.25 -0.32 0.01 0.4590
O 3.297 2.138 0.521 -0.16 0.08 -0.02 -0.6244
H 4.396 -0.095 0.611 -0.18 -0.03 -0.07 0.2220
H 1.136 -2.158 -0.684 0.21 0.20 0.10 0.2277
H 0.465 2.585 0.756 0.04 0.06 -0.08 0.2482
H 1.001 2.919 -0.886 -0.03 0.02 0.05 0.4292
H -2.754 -2.942 0.917 -0.04 -0.12 0.05 0.4011
H -1.324 -1.903 0.996 0.07 -0.03 0.07 0.2626
H -1.870 -2.541 -0.565 0.02 -0.09 -0.09 0.2424
```
Positions in Å, forces in eV/Å.

The structure (SMILES) is CCOC(=O)CCc1n[nH]c(=O)[nH]c1=O. The HOMO energy is -0.3639 Ha. For the energy relative to the best compared isomer or geometry (same formula, charge and spin), the calculation gives 0.0 kJ/mol. The value obtained for the LUMO energy is 0.0067 hartree. The charge is 0.

Here is a molecular structure, C8H11N4O3PS in a non-equilibrium geometry from the OMol25 dataset. Energies are from ωB97M-V with the def2-TZVPD basis set.

```
28
Properties=species:S:1:pos:R:3:forces:R:3:mulliken_charge:R:1
C 3.454 -0.025 1.480 0.88 -1.07 -0.62 -0.6659
O 3.150 1.309 1.061 -0.77 -0.69 0.89 -0.3392
C 1.844 1.719 1.460 -1.11 1.00 -0.20 -1.0072
C 0.665 0.994 0.718 0.45 -0.28 -0.73 0.3153
C 0.786 0.729 -0.706 -2.15 -0.45 1.70 0.1608
N 1.916 1.121 -1.514 -0.92 -0.56 0.64 -0.6364
C -0.336 -0.003 -1.416 -0.75 0.04 3.10 -0.5190
C -1.513 -0.424 -0.659 2.36 0.13 -1.24 0.0863
P -2.830 -1.331 -1.623 -2.00 0.86 0.60 1.0322
N -4.254 -0.844 -1.169 1.23 -0.20 -1.33 -0.7636
O -2.618 -2.980 -1.348 0.93 2.25 -0.23 -0.5763
O -2.576 -0.982 -3.256 0.76 -1.79 2.11 -0.5112
C -1.635 -0.131 0.804 0.21 0.33 0.77 0.5780
N -2.689 -0.480 1.638 2.93 1.30 0.08 -0.5585
S -2.230 0.066 3.141 0.43 0.02 -1.30 0.1452
N -0.748 0.777 2.900 -1.14 -1.24 -3.04 -0.6273
C -0.529 0.599 1.541 -0.21 -0.53 -1.67 0.5378
H 2.567 -0.712 1.539 0.52 0.84 -0.05 0.3058
H 4.137 -0.460 0.687 -0.70 0.48 0.87 0.2316
H 4.021 -0.091 2.448 -0.65 0.42 -0.70 0.2611
H 1.664 1.672 2.574 0.35 -0.21 -1.04 0.3875
H 1.766 2.818 1.190 0.25 -1.14 0.31 0.3133
H 2.548 0.314 -1.558 -0.03 0.72 -0.12 0.2666
H 2.391 1.940 -1.134 0.02 -0.63 0.03 0.3430
H -0.214 -0.225 -2.505 -0.27 0.30 1.19 0.3422
H -4.708 -0.436 -2.001 -0.07 -0.23 0.66 0.2280
H -1.910 -3.068 -0.676 -0.36 -0.17 -0.44 0.3532
H -2.125 -1.771 -3.618 -0.21 0.51 -0.23 0.3168
```
Positions in Å, forces in eV/Å.

The HOMO energy is -0.3164 Ha. The value obtained for the LUMO energy is -0.0437 hartree. The charge is 0.

Here is C8H11NO in the gas phase in a non-equilibrium geometry from the OMol25 dataset. Energies are from ωB97M-V with the def2-TZVPD basis set.

```
21
Properties=species:S:1:pos:R:3:forces:R:3:mulliken_charge:R:1
C -2.354 0.112 0.013 -0.48 -0.68 -0.26 0.2486
C -0.509 -1.539 0.423 -0.55 -2.59 0.19 -0.7098
C -1.297 1.163 -0.095 -0.05 -0.07 -0.31 -0.9040
C 0.134 0.199 -1.408 1.43 0.33 2.39 -1.0539
C 0.448 -0.586 -0.214 -0.50 -0.38 -1.73 1.4536
C 0.094 0.885 -0.067 2.29 2.01 0.61 1.1068
C 1.926 -0.918 -0.126 1.46 -1.25 1.16 -1.4463
C 1.232 1.872 0.413 -3.25 2.31 -0.86 -1.4867
N -1.945 -1.192 0.199 4.80 2.87 -0.51 -0.1141
O -3.563 0.305 -0.085 0.66 0.83 0.13 -0.6795
H -0.377 -2.654 -0.034 -0.06 2.53 1.36 0.2633
H -0.158 -1.475 1.511 -1.00 -0.73 -1.01 0.2322
H -1.622 2.224 -0.245 0.13 -1.20 0.13 0.3826
H -0.636 0.108 -2.044 -2.51 -0.40 -2.66 0.3818
H 2.322 -1.782 -0.760 -1.14 1.19 0.34 0.3107
H 2.171 -1.332 0.932 -0.21 1.20 -1.41 0.3110
H 2.532 -0.013 -0.407 -0.45 -1.12 0.50 0.4389
H 0.651 2.702 1.045 1.65 -1.77 -1.02 0.3596
H 1.688 2.426 -0.494 -0.47 -1.14 1.62 0.2830
H 1.905 1.273 0.989 0.62 0.41 0.46 0.4658
H -2.640 -1.778 0.455 -2.38 -2.33 0.88 0.1561
```
Positions in Å, forces in eV/Å.

The HOMO energy (alpha / beta) is -0.3027 / -0.3134 Ha. For the energy relative to the best compared isomer or geometry (same formula, charge and spin), the calculation gives 486.7 kJ/mol. The value obtained for the LUMO energy (alpha / beta) is -0.0169 / -0.0178 hartree. The charge is 0.

Here is 3 unconnected molecules or ions with the total composition C8H11NO2S2 in a non-equilibrium geometry from the OMol25 dataset. Energies are from ωB97M-V with the def2-TZVPD basis set.

```
24
Properties=species:S:1:pos:R:3:forces:R:3:mulliken_charge:R:1
C -0.039 -3.159 1.129 -0.35 1.00 -0.68 -0.2742
C -1.145 -2.666 0.329 0.41 -0.63 1.34 -0.7354
C 0.454 -2.247 2.001 -0.78 0.95 -0.99 -0.4278
C -1.507 -1.379 0.631 1.46 -0.16 1.03 -0.1521
C -4.170 2.502 -0.814 0.15 -0.44 -0.62 0.6688
C 0.473 1.331 -1.167 -2.41 0.79 -1.69 -1.1472
C 1.443 -0.960 -1.391 1.10 0.26 0.46 -0.6238
C 0.468 -0.095 -1.673 -0.01 0.20 0.47 0.5939
N 2.715 -0.630 -0.773 -3.53 3.24 1.01 -0.5646
O -3.617 1.507 -0.837 1.31 -2.19 0.43 -0.3469
O -4.731 3.484 -0.897 -1.43 2.62 0.22 -0.3470
S -0.409 -0.741 1.815 0.33 -0.91 0.37 -0.0962
S -0.968 -0.688 -2.508 0.22 -0.51 -1.59 -0.1848
H 0.422 -4.102 0.885 -0.04 -0.25 0.34 0.3747
H -1.555 -3.486 -0.228 -0.90 0.63 -0.91 0.3414
H 1.347 -2.306 2.566 0.51 0.00 0.57 0.4085
H 1.327 1.457 -0.568 0.50 0.65 1.38 0.3693
H -0.530 1.667 -0.692 1.76 -0.96 -0.21 0.1319
H 0.560 2.093 -1.977 0.10 -0.68 0.13 0.3302
H 1.317 -2.001 -1.567 -0.12 -0.67 -0.44 0.4720
H 2.544 0.453 -0.642 1.67 -2.88 -0.14 0.2459
H -2.190 -0.579 0.405 -0.70 -0.65 -0.86 0.5695
H 3.419 -0.770 -1.440 1.37 -0.10 -1.00 0.2671
H -0.360 -1.181 -3.688 -0.60 0.69 1.38 0.1269
```
Positions in Å, forces in eV/Å.

The structure (SMILES) is C/C(S)=C\N.c1ccsc1.O=C=O. The HOMO energy is -0.3020 Ha. For the energy relative to the best compared isomer or geometry (same formula, charge and spin), the calculation gives 57.3 kJ/mol. The value obtained for the LUMO energy is 0.0141 hartree. The charge is 0.

Here is C8H11NO4 in the gas phase in a non-equilibrium geometry from the OMol25 dataset. Energies are from ωB97M-V with the def2-TZVPD basis set.

```
24
Properties=species:S:1:pos:R:3:forces:R:3:mulliken_charge:R:1
C -1.181 -0.650 -1.509 2.57 0.88 -0.67 0.0767
C -0.042 -0.615 -2.638 2.00 -1.85 1.15 -0.4254
C 1.175 0.919 -1.229 -0.76 0.22 -0.43 -1.0226
C 1.536 -0.152 0.792 -2.53 -0.81 4.55 -0.0370
C 1.196 -0.468 2.131 1.26 0.38 -1.48 -0.7820
C 0.051 0.074 2.783 -0.48 0.68 -1.34 0.8596
C -0.687 1.003 2.043 0.96 -2.23 0.00 -1.0497
C -0.531 1.156 0.623 1.47 0.20 1.20 0.8326
H -3.133 -1.286 -1.902 4.13 -0.97 -0.64 0.3563
H -1.364 0.575 -1.306 -0.76 -3.86 -0.73 0.3397
H -0.683 -1.112 -0.551 -1.38 0.59 -1.75 -0.0099
H 0.295 -1.671 -3.037 -1.37 2.01 0.64 0.2436
H -0.274 0.078 -3.438 -0.39 -0.11 -0.25 0.2811
H 2.173 1.229 -1.046 0.95 0.46 -0.09 0.6716
H 0.566 1.801 -1.512 0.20 -0.66 -0.59 0.3692
H 2.456 -0.557 0.425 0.14 0.21 -0.75 0.4697
H 2.028 -0.938 2.584 0.17 -0.80 1.13 0.3607
H -0.133 -1.038 4.493 -0.17 1.75 -1.41 0.3418
H -1.582 1.257 2.518 -1.33 0.99 0.25 0.4228
N 0.655 0.552 0.091 0.72 0.87 -0.77 -0.0790
O -2.104 -1.571 -2.107 -4.27 1.94 1.22 -0.5786
O 1.290 -0.172 -2.110 -1.85 0.66 0.36 -0.3832
O -0.450 -0.194 4.036 1.11 -1.34 0.23 -0.5331
O -1.258 1.780 -0.132 -0.38 0.78 0.18 -0.7250
```
Positions in Å, forces in eV/Å.

The structure (SMILES) is O=c1cc(O)ccn1COCCO. The HOMO energy is -0.3130 Ha. For the energy relative to the best compared isomer or geometry (same formula, charge and spin), the calculation gives 277.0 kJ/mol. The value obtained for the LUMO energy is 0.0125 hartree. The charge is 0.

Here is 2 unconnected molecules or ions with the total composition C8H11NO4 in a non-equilibrium geometry from the OMol25 dataset. Energies are from ωB97M-V with the def2-TZVPD basis set.

```
24
Properties=species:S:1:pos:R:3:forces:R:3:mulliken_charge:R:1
C -2.856 -0.321 1.123 0.29 2.09 0.51 -0.5175
C -3.109 -1.566 0.855 -0.01 -1.18 0.48 -0.7530
C -1.765 0.256 0.254 -0.18 0.20 -0.04 0.6311
C -2.191 -1.972 -0.217 0.17 -0.80 -0.88 0.6442
C 1.348 1.818 0.578 1.46 -1.82 -0.18 -0.5772
C 2.303 -0.460 0.546 2.52 2.55 -2.20 -1.3268
C 1.802 0.863 -1.646 2.64 0.93 -0.13 -1.1697
C 1.903 0.835 -0.134 -1.90 0.81 0.35 0.8107
N -1.491 -0.834 -0.506 0.99 -0.39 -1.21 0.2048
O 1.328 1.810 1.954 -0.60 0.71 -0.18 -0.4984
O -1.248 1.344 0.198 -0.95 -0.52 0.13 -0.5108
O -1.995 -3.002 -0.838 -0.31 0.59 0.54 -0.6299
O -0.711 -0.839 -1.619 0.34 -2.78 -0.90 -0.3787
H -3.304 0.291 1.851 -0.50 0.52 0.89 0.4697
H -3.719 -2.202 1.445 -0.58 -0.57 -0.01 0.4551
H 0.797 2.577 0.121 -0.45 1.38 -0.65 0.5033
H 3.323 -0.172 0.927 -0.96 -1.11 0.52 0.3239
H 1.538 -0.686 1.236 -0.33 -0.99 0.96 0.3243
H 2.475 -1.050 -0.359 -0.27 -1.12 0.96 0.3819
H 0.817 0.764 -2.061 -0.41 -0.02 0.00 0.1948
H 2.287 1.847 -2.034 -0.78 -1.79 0.35 0.2953
H 2.430 -0.021 -1.954 -0.60 1.08 -0.44 0.3717
H -0.747 -1.873 -1.851 0.15 2.66 0.48 0.3963
H 0.786 2.594 2.134 0.27 -0.44 0.64 0.3547
```
Positions in Å, forces in eV/Å.

The structure (SMILES) is O=C1C=CC(=O)N1O.CC(C)=CO. The HOMO energy is -0.2829 Ha. For the energy relative to the best compared isomer or geometry (same formula, charge and spin), the calculation gives 332.3 kJ/mol. The value obtained for the LUMO energy is -0.0438 hartree. The charge is 0.